# 1
A single C4H6O molecule in a non-equilibrium geometry, computed with the ωB97M-V functional and the def2-TZVPD basis.

Cartesian coordinates (Å):
O1 0.760 0.631 1.484
C1 -0.390 0.991 -0.722
C2 0.358 -1.137 0.050
C3 -0.160 0.102 0.490
C4 0.756 -2.210 -0.355
H1 -0.991 0.432 -1.421
H2 -1.111 -0.069 1.029
H3 -0.868 1.886 -0.421
H4 0.170 1.233 2.078
H5 0.963 -3.150 -0.936
H6 0.511 1.291 -1.277

Summary:
Relative energy (zero: lowest compared OMol25 entry of this formula, charge and spin)   1.792 eV
Net charge   0
Frontier orbital gap   10.67 eV
SMILES   C#C[C@H](C)O
Multiplicity   1
Energy   -6290.126 eV


# 2
A single C4H6O molecule in a non-equilibrium geometry, computed with the ωB97M-V functional and the def2-TZVPD basis.

Cartesian coordinates (Å):
O1 -0.944 1.581 0.981
C1 1.611 -0.352 -0.635
C2 0.372 0.010 -0.390
C3 -0.868 0.684 -0.079
C4 -0.715 -0.805 0.198
H1 -0.610 -1.103 1.241
H2 -1.226 -1.525 -0.441
H3 1.548 -1.385 -0.322
H4 -0.100 1.547 1.449
H5 2.463 0.222 -1.008
H6 -1.527 0.938 -0.900

Summary:
Relative energy (zero: lowest compared OMol25 entry of this formula, charge and spin)   2.173 eV
Net charge   0
Frontier orbital gap   10.69 eV
SMILES   C=C1C[C@H]1O
Multiplicity   1
Energy   -6289.745 eV


# 3
A single C4H6O molecule in a non-equilibrium geometry, computed with the ωB97M-V functional and the def2-TZVPD basis.

Cartesian coordinates (Å):
O1 1.269 0.292 -0.373
C1 -0.845 -0.474 -0.507
C2 0.584 -0.989 -0.528
C3 0.412 0.934 0.683
C4 -0.915 0.722 0.129
H1 -1.728 -1.065 -0.880
H2 0.661 0.614 1.840
H3 0.789 -1.786 0.370
H4 0.859 -1.636 -1.603
H5 -1.826 1.274 0.272
H6 0.740 2.114 0.597

Summary:
Relative energy (zero: lowest compared OMol25 entry of this formula, charge and spin)   2.211 eV
Net charge   0
Frontier orbital gap   10.37 eV
SMILES   C1=CCOC1
Multiplicity   1
Energy   -6289.707 eV


# 4
A molecular structure, C4H6O, computed with the ωB97M-V functional and the def2-TZVPD basis.

Cartesian coordinates (Å):
O1 -0.835 -1.098 -0.385
C1 0.121 0.973 -0.825
C2 0.411 -0.474 -0.758
C3 -0.673 -0.604 0.962
C4 0.471 0.320 0.514
H1 1.308 0.692 1.104
H2 -0.916 1.222 -1.022
H3 -0.366 -1.470 1.569
H4 1.200 -1.026 -1.273
H5 -1.567 -0.163 1.424
H6 0.847 1.628 -1.308

Summary:
Relative energy (zero: lowest compared OMol25 entry of this formula, charge and spin)   1.796 eV
Net charge   0
Frontier orbital gap   10.67 eV
Multiplicity   1
Energy   -6290.122 eV


# 5
A single C4H6O molecule in a non-equilibrium geometry, computed with the ωB97M-V functional and the def2-TZVPD basis.

Cartesian coordinates (Å):
O1 2.699 0.103 0.071
C1 -0.833 -0.447 0.144
C2 0.464 -0.609 0.925
C3 1.638 -0.224 0.451
C4 -0.525 0.700 -0.828
H1 -0.580 1.652 -0.288
H2 -1.661 -0.236 0.839
H3 -1.127 -1.360 -0.398
H4 0.511 0.547 -1.136
H5 -1.105 0.765 -1.748
H6 0.519 -0.889 1.968

Summary:
Relative energy (zero: lowest compared OMol25 entry of this formula, charge and spin)   0.455 eV
Net charge   0
Frontier orbital gap   9.70 eV
SMILES   CCC=C=O
Multiplicity   1
Energy   -6291.463 eV


# 6
A single C4H6O molecule in a non-equilibrium geometry, computed with the ωB97M-V functional and the def2-TZVPD basis.

Cartesian coordinates (Å):
O1 0.726 -1.023 0.482
C1 1.199 0.272 0.193
C2 -0.832 -1.008 0.328
C3 0.065 0.964 -0.521
C4 -1.069 0.272 -0.427
H1 -1.177 -1.894 -0.257
H2 -2.013 0.566 -0.886
H3 1.494 0.817 1.114
H4 0.185 1.923 -1.015
H5 2.100 0.151 -0.417
H6 -0.516 -1.026 1.379

Summary:
Relative energy (zero: lowest compared OMol25 entry of this formula, charge and spin)   2.151 eV
Net charge   0
Frontier orbital gap   9.82 eV
SMILES   C1=CCOC1
Multiplicity   1
Energy   -6289.767 eV


# 7
A single C4H6O molecule in a non-equilibrium geometry, computed with the ωB97M-V functional and the def2-TZVPD basis.

Cartesian coordinates (Å):
O1 0.345 0.906 -1.689
C1 -0.011 0.008 1.766
C2 -0.761 -1.329 -0.263
C3 -0.070 -0.359 0.331
C4 0.538 0.754 -0.507
H1 -1.043 -0.439 2.472
H2 1.140 1.561 0.044
H3 -0.953 -1.547 -1.326
H4 0.112 1.306 1.797
H5 0.983 -0.439 2.214
H6 -1.176 -2.140 0.352

Summary:
Relative energy (zero: lowest compared OMol25 entry of this formula, charge and spin)   1.824 eV
Net charge   0
Frontier orbital gap   10.11 eV
SMILES   C=C(C)C=O
Multiplicity   1
Energy   -6290.094 eV


# 8
2 unconnected molecules or ions with the total composition C4H6O, computed with the ωB97M-V functional and the def2-TZVPD basis.

Cartesian coordinates (Å):
O1 -1.713 0.303 -1.449
C1 -1.911 -0.048 -0.313
C2 1.345 0.480 -0.371
C3 0.985 -0.843 0.238
C4 0.804 0.187 0.999
H1 0.689 0.915 -1.130
H2 0.935 -1.909 0.077
H3 -1.975 -1.116 -0.023
H4 0.496 0.606 1.945
H5 -2.051 0.676 0.515
H6 2.398 0.749 -0.487

Summary:
Relative energy (zero: lowest compared OMol25 entry of this formula, charge and spin)   2.945 eV
Net charge   0
Frontier orbital gap   10.64 eV
SMILES   C1=CC1.C=O
Multiplicity   1
Energy   -6288.973 eV